The following is a quantum chemistry calculation of a cluster of 8 separate species, C40H102N6O14 in total at a distorted geometry, from OMol25.

Values from the calculation:
relative energy (zero: lowest compared OMol25 entry of this formula, charge and spin): 618.9 kJ/mol
HOMO: -8.34 eV
gap between HOMO and LUMO: 8.7 eV
LUMO: 0.40 eV

Last column: Mulliken charge in e.
CARTESIAN COORDINATES (ANGSTROEM)
C (-1.08, 2.90, 1.29)  -0.493
O (0.10, 2.12, 1.50)  -0.278
C (1.28, 2.53, 0.76)  -1.083
C (2.23, 1.40, 1.04)  -0.646
N (1.99, 0.46, -0.02)  0.330
C (2.70, -0.83, 0.11)  -0.830
C (2.27, -1.81, -0.99)  0.877
O (0.95, -2.26, -0.59)  0.044
C (0.88, -3.59, -0.41)  -0.541
H (-0.91, 3.95, 1.53)  0.277
H (-1.92, 2.70, 1.95)  0.026
H (-1.42, 2.67, 0.28)  0.202
H (1.62, 3.47, 1.19)  0.562
H (1.18, 2.75, -0.30)  0.493
H (2.01, 0.92, 2.00)  0.293
H (3.24, 1.77, 0.90)  0.406
H (1.00, 0.30, 0.08)  0.145
H (2.56, -1.24, 1.11)  -0.051
H (3.74, -0.66, -0.15)  0.415
H (3.04, -2.58, -1.01)  0.058
H (2.37, -1.29, -1.94)  -0.980
H (-0.17, -3.86, -0.48)  -0.113
H (1.25, -4.06, 0.50)  0.248
H (1.35, -4.18, -1.21)  0.285
C (-1.51, -5.22, -7.37)  -0.761
O (-2.10, -5.49, -6.14)  -0.147
C (-3.44, -6.01, -6.23)  -0.814
C (-4.11, -6.07, -4.82)  -0.594
N (-4.39, -4.83, -4.14)  -0.296
C (-4.81, -4.81, -2.74)  -0.856
C (-3.59, -4.74, -1.66)  0.337
O (-4.14, -4.78, -0.38)  -0.415
C (-3.08, -4.78, 0.56)  -0.650
H (-1.67, -6.06, -8.06)  0.431
H (-0.44, -5.08, -7.23)  0.058
H (-1.80, -4.33, -7.92)  0.317
H (-3.34, -7.00, -6.67)  0.431
H (-3.97, -5.35, -6.92)  0.390
H (-3.46, -6.71, -4.23)  0.354
H (-4.94, -6.77, -4.88)  0.521
H (-3.48, -4.40, -4.25)  0.101
H (-5.37, -5.72, -2.52)  0.388
H (-5.51, -3.97, -2.68)  0.300
H (-2.89, -3.91, -1.76)  -0.155
H (-2.98, -5.63, -1.86)  0.282
H (-2.45, -3.89, 0.51)  0.184
H (-2.36, -5.59, 0.44)  0.307
H (-3.57, -4.88, 1.54)  0.312
C (3.48, 2.36, -3.04)  -0.477
O (3.44, 1.62, -4.26)  -0.485
C (2.34, 0.69, -4.27)  0.958
C (2.77, -0.29, -5.47)  -0.301
N (1.72, -0.98, -6.15)  -0.266
C (2.18, -2.04, -6.97)  -0.959
C (2.54, -3.32, -6.09)  -0.520
O (1.60, -3.43, -5.08)  0.107
C (1.64, -4.72, -4.47)  -0.855
H (2.54, 2.88, -2.84)  0.233
H (4.37, 2.98, -3.09)  0.327
H (3.68, 1.52, -2.38)  0.133
H (1.37, 1.14, -4.46)  0.349
H (2.30, 0.12, -3.34)  -0.896
H (3.52, -0.96, -5.05)  0.169
H (3.10, 0.28, -6.34)  0.367
H (1.08, -1.46, -5.53)  -0.056
H (3.04, -1.71, -7.54)  0.440
H (1.34, -2.29, -7.62)  0.371
H (3.51, -3.17, -5.62)  0.274
H (2.53, -4.21, -6.70)  0.495
H (1.23, -5.53, -5.08)  0.252
H (0.97, -4.64, -3.61)  0.130
H (2.57, -5.11, -4.07)  0.336
C (-3.94, 2.03, 4.40)  -0.974
O (-3.21, 3.27, 4.81)  0.001
C (-3.94, 4.32, 5.40)  -0.931
C (-3.41, 5.70, 5.80)  -0.431
N (-2.79, 6.31, 4.67)  -0.328
C (-2.12, 7.53, 5.02)  -0.915
C (-0.72, 7.37, 5.64)  -0.655
O (0.40, 6.85, 4.92)  -0.286
C (0.73, 7.56, 3.69)  -0.890
H (-4.20, 1.40, 5.25)  0.362
H (-3.40, 1.50, 3.62)  0.191
H (-4.92, 2.33, 4.05)  0.433
H (-4.30, 3.75, 6.25)  0.458
H (-4.78, 4.49, 4.73)  0.441
H (-2.73, 5.49, 6.62)  0.225
H (-4.21, 6.24, 6.30)  0.475
H (-2.20, 5.55, 4.39)  0.181
H (-2.80, 8.17, 5.60)  0.477
H (-2.23, 8.13, 4.11)  0.430
H (-0.81, 6.96, 6.65)  0.361
H (-0.35, 8.32, 6.05)  0.514
H (0.82, 8.64, 3.58)  0.363
H (0.04, 7.31, 2.89)  0.312
H (1.64, 7.08, 3.34)  0.309
C (3.45, 1.95, 4.33)  -0.872
O (2.15, 1.91, 4.81)  -0.298
C (1.42, 3.09, 4.62)  -0.219
C (0.10, 2.96, 5.40)  -0.152
N (0.31, 2.40, 6.71)  -0.365
C (-1.03, 2.12, 7.31)  -0.001
C (-0.91, 1.60, 8.71)  -0.823
O (-0.35, 0.32, 8.79)  -0.288
C (-0.14, -0.10, 10.11)  -0.783
H (3.60, 2.41, 3.35)  0.355
H (3.86, 0.94, 4.35)  0.169
H (4.10, 2.57, 4.94)  0.466
H (1.15, 3.45, 3.63)  -0.007
H (2.06, 3.92, 4.93)  0.474
H (-0.55, 2.31, 4.82)  0.100
H (-0.34, 3.96, 5.40)  -0.103
H (0.92, 1.61, 6.54)  0.351
H (-1.68, 1.48, 6.71)  0.260
H (-1.65, 3.02, 7.34)  0.019
H (-1.91, 1.64, 9.14)  0.417
H (-0.31, 2.32, 9.28)  0.351
H (0.43, -1.02, 9.98)  0.250
H (-1.14, -0.38, 10.44)  0.314
H (0.33, 0.54, 10.85)  0.303
C (-5.60, 4.09, -4.07)  -0.758
O (-4.20, 4.01, -4.14)  -0.299
C (-3.77, 3.01, -5.15)  -0.752
C (-2.61, 2.11, -4.42)  -0.591
N (-3.01, 1.09, -3.51)  -0.096
C (-1.95, 0.46, -2.79)  0.973
C (-2.34, -0.91, -2.45)  -0.599
O (-2.50, -1.81, -3.59)  -0.494
C (-1.25, -2.41, -4.10)  0.227
H (-6.06, 3.15, -3.77)  0.312
H (-6.08, 4.41, -5.00)  0.304
H (-5.98, 4.89, -3.44)  0.264
H (-3.22, 3.55, -5.92)  0.334
H (-4.54, 2.32, -5.50)  0.406
H (-1.80, 2.72, -4.02)  0.374
H (-2.19, 1.58, -5.28)  0.344
H (-3.78, 1.39, -2.92)  0.253
H (-1.65, 0.99, -1.88)  -0.272
H (-0.99, 0.42, -3.30)  -0.473
H (-3.39, -1.03, -2.18)  0.334
H (-1.66, -1.27, -1.67)  0.226
H (-1.46, -2.77, -5.10)  0.168
H (-0.91, -3.25, -3.49)  0.284
H (-0.46, -1.69, -4.32)  -0.453
C (4.17, -2.38, 2.98)  -0.900
C (5.42, -1.54, 2.90)  -0.363
O (5.31, -0.51, 1.97)  -0.330
H (3.28, -1.81, 3.25)  0.228
H (4.33, -3.10, 3.78)  0.467
H (3.90, -2.96, 2.10)  0.128
H (6.25, -2.18, 2.59)  0.332
H (5.75, -1.13, 3.86)  0.365
H (6.04, 0.10, 1.89)  0.212
C (6.16, -4.13, -2.25)  -0.856
C (5.93, -3.97, -0.78)  0.078
O (7.13, -4.44, -0.04)  -0.589
H (7.08, -3.58, -2.47)  0.298
H (5.34, -3.79, -2.87)  0.070
H (6.42, -5.12, -2.63)  0.320
H (4.92, -4.33, -0.58)  0.287
H (5.89, -2.92, -0.51)  0.085
H (7.93, -3.90, -0.08)  0.315